C21H47F3N5O8 | ωB97M-V/def2-TZVPD

The calculation puts the gap between HOMO and LUMO at 3.3 eV. The expectation value of S² is 0.755. Its strongest force on any atom is 5.8 eV Å⁻¹.

The geometry in ORCA input format:
```
! RIJCOSX wB97M-V def2-TZVPD def2/J DEFGRID3
* xyz 0 2
O 24.7542 14.2798 -23.5302
H 24.8975 14.8511 -22.7721
H 24.8822 13.3604 -23.2855
H 23.8595 14.3328 -23.8740
C 22.4334 8.5826 -20.3656
O 21.2034 8.0893 -20.8526
O 23.0858 9.2135 -21.4738
C 22.3555 9.4816 -19.1183
F 23.5333 10.0288 -18.7300
F 21.4835 10.5599 -19.4351
F 21.9031 8.8928 -18.0219
C 20.8792 6.7563 -20.3884
C 19.5445 6.2104 -21.0464
H 19.1232 5.3814 -20.4777
H 18.8625 7.0582 -20.9816
H 19.6627 5.9026 -22.0853
H 20.7747 6.6603 -19.3076
H 21.5911 5.9979 -20.7141
H 23.0250 7.7439 -19.9985
C 26.7966 21.0129 -25.8981
C 26.9449 21.7400 -27.1951
C 26.6987 20.6305 -28.3125
C 26.5298 21.2118 -29.7001
C 25.4837 22.2744 -29.5831
C 25.6399 23.4468 -28.5654
N 25.9837 22.8524 -27.2541
O 25.8344 23.6914 -26.0853
C 26.5793 24.5719 -29.0918
C 24.2679 24.1176 -28.5480
C 28.3906 22.2097 -27.3907
H 27.2661 21.6660 -25.1625
H 27.3777 20.0983 -25.7801
H 25.8376 20.8485 -25.4069
H 27.4684 19.8618 -28.2438
H 25.7081 20.2044 -28.1541
H 26.3603 20.5322 -30.5352
H 27.3730 21.7289 -30.1581
H 24.5550 21.7369 -29.3913
H 25.2226 22.6703 -30.5645
H 27.4968 24.1253 -29.4750
H 26.2780 25.1888 -29.9384
H 26.6520 25.2516 -28.2428
H 24.0352 24.7176 -29.4277
H 23.4664 23.3940 -28.3997
H 24.1976 24.7629 -27.6723
H 29.2092 21.5794 -27.0430
H 28.5506 23.1695 -26.8996
H 28.6438 22.3411 -28.4428
O 31.3035 8.4534 -20.9161
C 30.0724 8.3746 -21.1840
N 29.2065 9.2014 -20.5570
C 29.4770 7.4722 -22.1896
H 29.3085 9.7834 -19.7380
H 28.2775 9.1975 -20.9533
H 29.6320 7.9445 -23.1597
H 28.4024 7.4065 -22.0197
H 29.9230 6.4784 -22.2315
O 25.8785 16.5984 -18.9486
C 26.0870 17.2944 -17.9175
N 26.8179 16.8933 -16.9206
C 25.5631 18.7357 -17.8930
H 27.0299 17.5804 -16.2113
H 27.3042 16.0108 -16.9896
H 24.4903 18.8068 -17.7141
H 25.8195 19.3433 -18.7609
H 26.1104 19.2223 -17.0856
O 20.5637 12.4881 -26.7531
C 19.9045 11.5186 -27.0584
N 20.0687 10.3915 -26.3685
C 19.0167 11.5062 -28.2936
H 20.7958 10.3156 -25.6716
H 19.3426 9.7010 -26.4958
H 18.4382 12.4200 -28.1580
H 18.3292 10.6610 -28.2628
H 19.6798 11.6054 -29.1530
O 21.4243 18.6308 -23.9863
C 20.7154 19.5755 -24.1464
N 20.2885 20.2803 -23.0978
C 20.1338 19.8950 -25.4839
H 20.8159 20.2466 -22.2371
H 19.4378 20.7964 -23.2709
H 19.2019 19.3946 -25.7471
H 20.7778 19.5625 -26.2981
H 20.0087 20.9778 -25.4831
*
```

These are the Mulliken partial charges, in e, on atoms 1 to 4:
1. O -0.399
2. H 0.457
3. H 0.473
4. H 0.455

C18H26N4O4S | ωB97M-V/def2-TZVPD

The calculation puts the gap between HOMO and LUMO at 8.3 eV. The SMILES is O=S1(=O)C[C@H](c2cccnc2)[C@H](CCCCn2cccc2)CO1.NC(N)=O. Its strongest force on any atom is 5.1 eV Å⁻¹.

The geometry in ORCA input format:
```
! RIJCOSX wB97M-V def2-TZVPD def2/J DEFGRID3
* xyz 0 1
O 0.2610 -1.9976 4.4396
S 1.1613 -0.8507 4.3875
O 2.2156 -0.9153 5.4022
C 2.0331 -0.8298 2.7448
C 1.0283 -0.4384 1.5656
C 1.7366 -0.2286 0.1894
C 1.0286 -0.5086 -1.0996
C 1.7707 -0.2354 -2.3531
C 3.1520 0.2572 -2.2119
N 3.8487 0.4848 -1.0590
C 3.1274 0.2500 0.0833
C 0.1299 0.7803 2.0586
C -0.1998 1.8617 0.9579
C -1.3661 2.8650 1.3452
C -2.7367 2.1377 1.7144
C -3.3915 1.4605 0.4408
N -3.8622 0.0873 0.6441
C -4.9954 -0.4729 -0.0113
C -5.1784 -1.8779 0.3779
C -4.0818 -2.2258 1.3590
C -3.3754 -0.9522 1.4325
C 0.6740 1.4672 3.3933
O 0.3952 0.6028 4.5276
H 2.4697 -1.8533 2.5902
H 2.8561 -0.0726 2.8730
H 0.3458 -1.3381 1.4614
H -0.0269 -0.8712 -1.0865
H 1.2836 -0.3925 -3.3558
H 3.7066 0.4451 -3.1735
H 3.6681 0.4257 1.0564
H -0.8654 0.3319 2.3654
H -0.4580 1.4304 -0.0472
H 0.7418 2.4859 0.8313
H -1.5990 3.4637 0.4085
H -1.0301 3.5999 2.1229
H -3.4258 2.9720 2.0533
H -2.6478 1.4447 2.5944
H -2.7159 1.5811 -0.4616
H -4.3115 2.0730 0.1912
H -5.6564 0.0292 -0.7546
H -5.9536 -2.6061 0.0510
H -3.8371 -3.1726 1.8860
H -2.4899 -0.9103 2.1096
H 0.0559 2.3967 3.5737
H 1.7478 1.7865 3.3194
N 2.7713 -2.5051 -7.1913
C 2.6664 -1.4544 -6.3333
N 3.7703 -1.2252 -5.5712
O 1.6601 -0.7693 -6.2515
H 3.5890 -3.0800 -7.2731
H 1.9744 -2.7046 -7.7706
H 3.7268 -0.4572 -4.9270
H 4.6082 -1.7745 -5.6193
*
```

These are the Mulliken partial charges, in e, on atoms 1 to 4:
1. O -0.598
2. S 1.126
3. O -0.650
4. C -1.149